One molecule with the formula C3H9ClNP at a distorted geometry, computed with the ωB97M-V functional and the def2-TZVPD basis.

Results
Strongest force on any atom in eV/Å: 4.2
Gap between HOMO and LUMO in eV: 9.2
Energy above the lowest of the compared OMol25 structures with the same formula, charge and spin in kJ/mol: 264.3
Electronic energy in eV: -26556.956
Net charge: 0
SMILES: CN=P(C)(C)Cl

Element x y z (Å)
H  2.149  0.250  -0.940
H  0.919  1.112  -1.960
C  -1.831  -1.074  -1.428
H  0.624  0.964  2.627
N  -1.128  -0.829  -0.124
C  1.392  1.032  -1.000
H  -2.269  -2.111  -1.480
H  -1.123  0.559  2.432
C  -0.118  0.299  2.150
H  1.850  1.892  -0.412
Cl  -1.174  2.131  0.022
H  0.103  -0.622  2.607
H  -2.451  -0.205  -1.673
H  -1.082  -1.266  -2.318
P  -0.322  0.384  0.269

Atoms 1-3, force components in eV/Å:
H -0.258 -0.213 -0.339
H 0.024 0.587 -0.264
C 2.594 -1.179 -0.682